# 1
The following is a quantum chemistry calculation of a structure of composition CH8F2FeO7 in a non-equilibrium geometry, from OMol25.

Geometry as XYZ:
```
19
Properties=species:S:1:pos:R:3:mulliken_spin:R:1
Fe 38.34290 -22.39618 5.27515 3.82
F 37.60965 -20.79615 4.23510 0.06
F 40.33226 -21.92627 5.85007 0.04
C 39.94112 -23.34314 2.54386 0.00
O 39.09253 -23.33661 3.56087 0.03
O 39.48275 -23.46086 1.34093 0.00
O 41.19985 -23.29825 2.75729 0.00
O 37.92097 -21.92598 7.32351 0.01
H 37.13976 -21.94830 7.88573 0.01
H 38.61437 -21.50531 7.84971 0.00
O 36.32716 -23.26021 5.22319 0.01
H 35.73397 -23.08040 4.48388 0.00
H 36.13026 -24.16202 5.49878 0.00
O 38.83447 -24.40707 6.34922 0.01
H 39.21331 -25.14196 5.84961 0.00
H 38.67234 -24.75054 7.23293 0.00
O 37.08143 -25.22950 3.27187 0.00
H 37.36353 -25.60271 2.43345 0.00
H 37.77256 -24.53820 3.45951 0.00
```

Output
**Charge**: -2
**E_HOMO (spin up / spin down)**: 1.45 / 1.45 eV
**Orbital gap (spin up / spin down)**: 3.166 / 3.134 eV
**Relative energy (zero: lowest compared OMol25 entry of this formula, charge and spin)**: 0.00 kcal per mole
**2S+1**: 5


# 2
The following is a quantum chemistry calculation of a structure of composition CH8MnO11P in a non-equilibrium geometry, from OMol25.

Geometry as XYZ:
```
22
Properties=species:S:1:pos:R:3:mulliken_spin:R:1
Mn 8.34009 -1.97398 -17.74355 4.92
C 9.68876 -2.85459 -19.81727 0.01
O 10.10326 -1.91774 -19.11614 0.02
O 8.87905 -3.47674 -19.10640 0.03
O 9.83497 -2.99363 -21.01156 0.00
P 7.92121 0.62176 -17.83406 0.02
O 9.10505 1.63689 -18.23288 0.00
O 7.59119 -0.48590 -18.89166 0.05
O 6.70784 1.45500 -17.41011 0.00
O 8.55048 -0.28532 -16.70036 0.07
O 7.31077 -1.02081 -14.58433 -0.03
H 7.29808 -0.32362 -13.92859 0.00
H 7.85340 -0.67425 -15.29262 0.02
O 9.25848 -3.15458 -16.19419 -0.23
H 8.70931 -3.47860 -15.48029 0.06
H 9.98762 -3.77333 -16.23591 0.08
O 6.50726 -2.66851 -17.09002 -0.08
H 5.78644 -2.07884 -16.86876 0.03
H 6.18123 -3.54036 -16.86685 0.04
O 7.46793 -5.51838 -18.18955 0.00
H 8.00246 -4.73991 -18.34607 0.00
H 6.88872 -5.56865 -18.94996 0.00
```

Output
**Charge**: -3
**E_HOMO (spin up / spin down)**: 4.21 / 3.79 eV
**Orbital gap (spin up / spin down)**: 3.052 / 3.312 eV
**2S+1**: 6


# 3
The following is a quantum chemistry calculation of a cluster of 2 separate species, CH8N2O in total in a non-equilibrium geometry, from OMol25.

Geometry as XYZ:
```
12
Properties=species:S:1:pos:R:3:mulliken_charge:R:1
N 0.43304 -0.21271 1.93146 -0.60
C 0.16067 0.23609 0.58441 -0.33
N -0.16004 -0.83671 -0.40053 -0.70
H 0.31978 -1.21379 2.02703 0.25
H 1.39576 -0.08961 2.21558 0.24
H 0.98886 0.83341 0.18856 0.31
H -0.64994 0.97355 0.56258 0.28
H -0.99083 -1.27068 0.01474 0.23
H 0.56836 -1.51263 -0.26679 0.27
H -0.73571 0.50129 -1.73132 0.42
H -0.25639 1.52947 -2.69549 0.32
O -1.07356 1.06232 -2.43024 -0.68
```

Output
**Charge**: 0
**E_HOMO**: -9.65 eV
**Orbital gap**: 10.484 eV
**Relative energy (zero: lowest compared OMol25 entry of this formula, charge and spin)**: 6.27 kcal per mole
**SMILES**: NCN.O